Here is C35H44BiGeN4O2PSSi as an isolated structure in a non-equilibrium geometry from the OMol25 dataset. Energies are from ωB97M-V/def2-TZVPD.

net charge = +2
lowest unoccupied orbital energy = -5.600 eV

The geometry in XYZ format:
```
90
Properties=species:S:1:pos:R:3:forces:R:3:lowdin_charge:R:1
S 0.627711 -1.951235 2.809821 -0.75 -0.40 0.58 0.65
C 0.100614 3.788101 0.829947 0.07 2.18 -0.03 -0.13
P 2.358252 4.671623 -1.193814 0.78 -0.76 -0.74 1.05
H -1.177524 -5.641530 1.293283 -0.53 0.18 0.40 0.12
H 3.214481 5.149067 1.064108 -0.24 -0.40 -0.44 0.10
C -4.441320 -3.620103 -5.161680 -1.56 -0.98 -2.80 -0.10
H -6.669227 -3.350948 -5.091827 1.77 -0.11 0.56 0.14
H -2.650827 -1.083673 0.149721 -0.59 0.64 -0.42 0.08
C -0.056720 -3.485189 -3.104568 -0.63 -0.30 1.03 -0.26
C -0.829537 0.250932 -1.137828 -0.58 -0.36 0.03 -0.16
C -4.384879 -2.755302 -2.546341 -1.09 -0.20 -1.54 -0.09
C -5.620951 -2.916759 -3.232943 0.38 0.18 0.68 -0.06
H 0.024887 7.376021 -0.179173 0.06 0.34 -0.25 0.17
C 1.276448 -0.151488 6.175811 2.44 2.16 -1.29 -0.14
C 3.866610 -0.970031 1.112885 1.12 0.07 0.33 -0.11
C -1.575564 -4.642146 1.104941 0.22 0.69 -0.05 -0.10
H -0.045373 6.236674 1.761401 -0.11 0.22 0.59 0.14
N 2.832655 -1.639384 1.593064 -0.32 0.25 -0.53 -0.16
Si 1.442228 0.872627 4.585489 -1.05 -0.76 0.05 0.57
C -1.362589 -4.158482 -0.203397 0.11 -1.29 1.29 -0.23
C -3.280230 -3.531901 -4.496044 0.73 0.78 1.05 -0.13
C 2.555055 0.025423 3.316039 -1.02 -0.30 -0.02 -0.24
H 2.889609 -5.850275 -3.576565 0.79 -0.99 -0.10 0.09
H -4.405160 -3.941757 -6.228238 -0.15 0.19 0.95 0.13
C 3.700506 0.609815 2.851518 2.55 1.20 1.24 -0.06
H -0.785253 3.864679 1.420353 -0.34 0.52 1.11 0.13
H 0.357769 3.810195 -2.424778 0.31 0.02 -0.67 0.09
C -2.246548 -3.822880 2.059230 0.62 -1.93 -0.21 -0.09
H -2.525547 -4.264069 3.041780 0.34 0.59 -0.78 0.13
C 2.077516 -5.205074 -3.408624 -0.63 0.59 -0.57 -0.08
C 0.855185 6.065514 1.193337 0.50 0.09 0.19 -0.12
N -0.314707 4.122538 -0.511400 0.95 -0.96 -1.07 -0.15
C -0.339351 -4.868371 -3.253546 1.19 1.45 -0.64 -0.13
N 1.219001 4.691660 1.277666 -1.32 -0.56 0.61 -0.15
C 2.351999 -3.857507 -3.239534 -0.23 0.09 1.13 -0.08
C -0.684760 5.443808 -0.736647 0.16 1.07 1.02 -0.10
H -1.680338 0.299645 -0.407092 0.86 -0.16 -0.64 0.12
H 0.356979 2.768654 0.843070 0.85 -1.22 0.14 0.09
C 2.485944 4.422492 0.636736 0.66 0.24 0.48 -0.35
O 0.734075 0.509219 0.560792 1.27 0.41 0.89 0.05
H -3.331314 -2.059920 2.297012 -0.02 0.78 0.48 0.11
H 4.385642 -1.344590 0.261302 0.06 -0.50 -0.61 0.12
C 2.145826 -1.102549 2.607963 -0.14 -0.11 0.00 -0.71
H -0.680103 1.291979 -1.370456 0.21 0.52 -0.03 0.08
C -3.200733 -3.014160 -3.218944 -0.67 0.20 0.50 -0.29
H 0.879002 0.563972 6.837257 -0.64 0.85 1.25 0.02
C 1.664429 6.399370 -1.125474 -1.35 0.87 -0.54 -0.27
H 0.874235 2.609736 -1.258357 0.62 0.12 -0.10 0.07
C 2.111845 2.585795 4.880504 -0.50 0.57 1.22 -0.17
N 0.437943 6.451981 -0.230135 0.70 -0.68 -0.24 -0.08
H 0.599585 -0.916612 6.081739 -1.32 -2.11 -0.19 0.00
C 0.766132 -5.674224 -3.477017 -0.82 -2.33 0.50 -0.07
H -0.979965 -4.870799 -0.936682 0.12 0.28 0.18 0.09
O 0.845520 -1.413978 -0.619150 0.06 0.40 0.10 -0.34
H 1.268144 3.167166 5.332927 0.55 -0.35 -0.34 0.05
H -0.408215 -0.161460 -3.233730 -1.35 -0.67 1.06 0.12
H -1.369352 -5.242703 -3.249134 0.49 0.04 -0.08 0.11
H 2.925577 2.673090 5.620662 -0.23 -0.34 -0.25 0.05
C 0.778693 3.680290 -1.440941 -1.06 0.94 0.63 -0.29
C -5.653262 -3.319451 -4.573747 -1.62 0.55 0.84 -0.07
H 0.532192 -6.779988 -3.577386 0.75 1.38 -0.08 0.13
H -4.349993 -2.388396 -1.547906 -0.27 0.24 0.69 0.08
H 4.245704 1.417981 3.436210 -1.21 -0.74 -0.75 0.14
C -2.380466 -2.085635 0.339650 0.27 -1.16 2.64 -0.08
H 3.388436 -3.491407 -3.100477 -0.75 -0.27 -0.43 0.12
H -0.894986 5.650344 -1.774804 0.34 0.11 -0.41 0.14
Bi 1.181523 -3.050727 0.653898 0.40 0.14 -0.23 1.73
H -1.550131 5.791947 -0.181089 -0.23 -0.38 0.35 0.14
H 2.434015 3.138756 4.012500 -0.02 0.06 -0.52 0.01
C 1.260472 -3.015477 -3.004315 -0.19 -1.29 -1.14 -0.15
C -1.712466 -2.873915 -0.571338 -0.55 0.30 -0.42 -0.34
C -1.206254 -0.451243 -2.445874 3.04 -0.90 -0.27 -0.21
H -6.542164 -2.682014 -2.687405 0.31 -0.15 -0.34 0.11
C 4.401056 0.114486 1.768439 -2.33 -1.11 0.08 -0.02
H -2.385449 -3.778882 -4.960284 1.48 -0.43 -1.12 0.08
H 1.255178 6.761704 -2.111397 0.93 -0.51 0.68 0.12
H -0.930787 0.125913 3.730417 0.10 -0.21 0.57 0.00
H 2.410254 7.141674 -0.748990 -0.49 -0.68 -0.31 0.11
H 2.872354 3.433681 0.951189 -0.33 0.29 -0.53 0.10
C -0.256455 0.975468 3.681475 0.59 0.10 -0.20 -0.19
H 2.270540 -0.416648 6.552318 -0.34 -0.34 -0.02 0.05
H -2.096629 -0.029572 -2.726024 -2.24 1.19 -1.11 0.03
H 5.269760 0.505368 1.396036 2.03 1.17 -0.65 0.09
C 0.374163 -0.204947 -0.331224 -1.59 -0.47 -0.65 -0.59
Ge -1.562343 -2.426416 -2.452031 1.34 0.86 0.01 1.03
H 1.729382 6.738975 1.504091 -1.40 -0.84 -0.42 0.17
H -0.816203 1.842443 4.025300 -0.02 0.22 -0.07 0.03
H 1.448229 -1.999058 -2.833788 0.07 1.30 0.21 0.07
H -0.062749 1.030734 2.601362 0.01 0.46 0.22 -0.01
C -2.636896 -2.568628 1.668913 -0.45 0.11 -1.79 -0.07
```
Forces are in eV/Å.